Record 1
Here is a molecular structure, C39H41As2Cl2N2NdOP at a distorted geometry from OMol25. Energies are from ωB97M-V with the def2-TZVPD basis set.

Net charge = +3
Spin multiplicity = 4
Gap between HOMO and LUMO (spin up / spin down) = 7.4 / 7.9 eV
F_max = 3.3 eV Å⁻¹
E_tot = -7989.321160 Ha
ΔE to the lowest compared entry with this formula, charge and spin = 108.4 kJ/mol
⟨S²⟩ = 3.754

Structure (XYZ):
```
89
Properties=species:S:1:pos:R:3:forces:R:3:lowdin_spin:R:1
Nd -11.75994 -1.76719 15.38601 0.6 -0.6 -0.1 3.04
C -11.00025 -3.12399 10.98076 -1.4 0.3 0.3 0.00
As -10.57393 -2.03199 12.50460 0.6 1.9 -0.5 0.00
C -8.66089 -2.40275 12.53042 0.3 -0.3 -1.6 0.00
C -10.32753 -0.20868 11.69119 -0.3 1.8 0.9 0.00
C -10.56247 0.09917 10.34745 -0.1 -2.1 -0.1 0.00
C -10.28321 1.32519 9.79027 0.2 0.7 1.6 0.00
C -9.84065 2.36836 10.63681 -0.2 -0.3 -2.3 0.00
C -9.73450 2.20609 11.97680 -0.1 -1.4 0.7 0.00
C -9.96429 0.91607 12.47924 -0.2 -0.7 2.0 0.00
As -9.92943 0.66834 14.50569 0.3 -1.6 -0.8 -0.01
C -10.54314 2.26915 15.27088 -0.5 1.6 -0.5 0.00
C -8.08367 0.74094 15.03970 1.6 -0.9 -0.6 0.00
H -11.96083 -2.88188 10.48375 0.2 -0.4 0.9 0.00
H -10.92174 -4.13795 11.36232 -0.1 -0.2 -0.6 0.00
H -10.30568 -2.89889 10.22890 1.5 0.0 -0.9 0.00
H -8.36500 -2.44262 11.45450 -0.3 -0.2 0.7 0.00
H -8.48332 -3.37243 12.95391 0.3 -0.5 0.2 0.00
H -7.97066 -1.66835 12.91394 -0.3 0.4 0.7 0.00
H -10.93345 -0.75207 9.76218 0.1 0.6 -0.3 0.00
H -10.43792 1.50705 8.75554 0.0 0.1 -0.7 0.00
H -9.56398 3.29463 10.16626 -0.1 0.4 0.0 0.00
H -9.46207 3.04750 12.58961 0.1 0.0 0.3 0.00
H -10.08245 3.05418 14.61791 -0.6 -0.2 0.9 0.00
H -10.28774 2.43001 16.33116 0.1 -0.3 -0.6 0.00
H -11.63482 2.27579 15.16443 0.3 0.4 0.0 0.00
H -7.64259 1.73091 14.84210 -0.2 -0.4 -0.3 0.00
H -7.53677 -0.07253 14.43709 -0.5 1.4 1.1 0.00
H -7.90956 0.58683 16.11944 -0.4 -0.2 -0.4 0.00
Cl -13.36501 0.26655 14.00892 0.0 0.4 0.4 0.00
C -13.88407 -0.21482 12.39192 0.2 -1.3 0.6 0.00
C -13.92469 0.76215 11.43342 0.1 0.3 0.7 0.00
C -14.21680 0.33718 10.15382 -0.5 -1.2 -1.4 0.00
C -14.56648 -1.01608 9.85507 0.4 0.6 1.0 0.00
C -14.59486 -1.93709 10.94291 0.5 0.2 -2.3 0.00
C -14.16398 -1.58029 12.21207 -0.2 -0.2 0.3 0.00
P -14.05496 -2.79537 13.64954 -1.5 0.7 0.0 -0.01
C -14.18957 -4.50249 13.00913 0.3 -0.2 -0.2 0.00
C -15.35276 -5.12008 12.54696 0.5 -0.9 -0.3 0.00
C -15.31330 -6.39909 11.95723 -1.5 0.6 -0.8 0.00
C -14.13131 -7.06749 11.80754 1.4 0.0 0.5 0.00
C -12.94556 -6.49765 12.27284 -0.3 0.3 -0.7 0.00
C -13.00938 -5.24008 12.86044 2.3 -0.1 -0.3 0.00
C -15.71629 -2.40065 14.51290 0.7 -0.5 -0.2 0.00
C -16.54497 -1.32855 14.15034 2.3 0.5 -1.8 0.00
C -17.74577 -1.12457 14.75492 -0.7 0.7 0.5 0.00
C -18.11065 -1.96162 15.79673 -1.6 -0.7 0.0 0.00
C -17.33976 -3.07308 16.20376 -0.6 2.4 -0.8 0.00
C -16.13817 -3.24143 15.55486 0.5 -1.2 0.4 0.00
H -13.72214 1.80554 11.75078 -0.1 -0.8 -0.7 0.00
H -14.14473 1.05740 9.36039 -0.2 0.2 -0.3 0.00
H -14.76832 -1.41720 8.81684 0.2 0.9 1.4 0.00
H -14.79665 -2.94215 10.56497 -0.1 -0.1 1.0 0.00
H -16.29275 -4.64401 12.57854 -0.9 0.7 0.2 0.00
H -16.22046 -6.78712 11.42096 0.8 0.4 1.0 0.00
H -14.00358 -8.00748 11.32458 -0.6 -0.6 -0.5 0.00
H -11.98313 -6.94944 11.94663 -0.7 0.3 0.8 0.00
H -11.96550 -4.87080 13.01916 -1.2 0.4 0.5 0.00
H -16.18382 -0.62980 13.33938 -0.7 -0.9 0.9 0.00
H -18.38532 -0.27075 14.44404 0.4 -0.9 0.3 0.00
H -19.14231 -1.81100 16.13444 0.6 -0.2 0.5 0.00
H -17.64276 -3.70628 17.00922 -0.2 -0.3 0.2 0.00
H -15.64115 -4.15432 15.91217 0.6 0.4 -0.7 0.00
O -13.57483 -1.84470 16.87695 0.2 0.6 0.8 0.00
C -13.58186 -1.09357 18.15263 1.0 0.1 -0.8 0.00
C -12.18456 -1.23604 18.72350 0.3 0.2 -2.2 0.00
C -11.97587 -1.39391 20.04020 0.9 -1.0 2.1 0.00
C -10.65661 -1.46473 20.51592 -0.2 1.1 -0.9 0.00
C -9.64705 -1.27358 19.59969 2.1 -0.9 1.6 0.00
C -9.89285 -1.34299 18.26967 -1.0 0.4 -1.1 0.00
N -11.14605 -1.26036 17.81804 -1.3 -0.1 -0.1 -0.01
H -14.45789 -2.16815 16.67746 -0.8 -0.1 -0.3 0.00
H -14.28226 -1.55434 18.82319 -0.5 0.0 0.2 0.00
H -13.84235 -0.03403 17.93319 0.1 -0.7 0.2 0.00
H -12.75745 -1.63757 20.73551 -0.5 0.4 0.1 0.00
H -10.35470 -1.56313 21.53810 -0.4 -0.2 0.5 0.00
H -8.60559 -1.28537 19.95294 -0.5 0.1 -0.2 0.00
H -9.11686 -1.47537 17.52474 0.1 0.2 0.1 0.00
Cl -8.46206 -6.77363 14.28511 -0.1 0.1 0.4 0.00
C -9.56877 -6.11759 15.43794 -0.1 -2.3 0.6 0.00
C -10.24440 -6.94417 16.37188 0.5 1.6 -0.5 0.00
C -11.18043 -6.33473 17.18543 -0.4 -2.0 0.1 0.00
C -11.50270 -5.02812 16.98708 0.5 0.5 -0.7 0.00
N -10.91870 -4.24272 16.09904 1.5 0.1 -0.9 0.00
C -9.88462 -4.81820 15.39720 -1.2 2.9 -0.9 0.00
H -9.99979 -7.97117 16.41571 0.1 -1.0 0.2 0.00
H -11.79621 -6.93521 17.86925 0.5 0.3 -0.2 0.00
H -12.25575 -4.57306 17.52587 -1.6 0.7 1.2 0.00
H -9.41078 -4.16481 14.65355 0.0 -0.3 0.4 0.00
```
Forces are in eV/Å.


Record 2
Here is a molecular structure, C3HCuLiO2 at a distorted geometry from OMol25. Energies are from ωB97M-V with the def2-TZVPD basis set.

Net charge = -1
Gap between HOMO and LUMO (spin up / spin down) = 5.1 / 5.1 eV
F_max = 2.6 eV Å⁻¹
E_tot = -1913.358437 Ha

Structure (XYZ):
```
8
Properties=species:S:1:pos:R:3:forces:R:3:nbo_charge:R:1
C 2.17779 0.65016 0.31893 1.3 -1.4 -0.2 0.40
C -2.38130 -0.55795 0.03015 0.6 0.9 -0.7 -0.59
O 3.36075 0.34615 0.63051 -2.0 1.7 -0.5 -0.77
O 1.32670 -0.34127 0.12540 1.3 0.8 0.4 -1.07
C -1.58039 0.39060 -0.00635 -0.3 -0.2 -0.5 -0.53
Li 0.02487 -0.98020 -0.46552 -1.6 -0.6 -0.2 0.89
H -3.20214 -1.22038 -0.20001 0.4 0.1 0.4 0.21
Cu 0.27371 1.71289 -0.43311 0.3 -1.4 1.2 0.44
```
Forces are in eV/Å.


Record 3
Here is a single C9H6N2 molecule at a distorted geometry from OMol25. Energies are from ωB97M-V with the def2-TZVPD basis set.

Net charge = 0
Gap between HOMO and LUMO = 9.0 eV
F_max = 5.3 eV Å⁻¹
E_tot = -456.029779 Ha
ΔE to the lowest compared entry with this formula, charge and spin = 0.0 kJ/mol

Structure (XYZ):
```
17
Properties=species:S:1:pos:R:3:forces:R:3:nbo_charge:R:1
N 2.62355 0.20296 -3.11552 -2.2 -1.0 1.9 -0.33
C 1.71192 -0.13165 -2.44821 1.8 0.8 -2.7 0.28
C 0.52830 -0.40471 -1.70612 1.0 0.0 0.4 -0.25
C -0.54044 -1.29794 -1.89318 3.1 3.5 1.5 0.04
N -1.27077 -1.08871 -0.79005 -3.9 -3.5 0.7 -0.49
C -0.77682 -0.22614 0.15551 0.4 -1.7 -2.2 0.13
C -1.31015 -0.09944 1.41157 0.2 0.6 0.5 -0.25
C -0.52890 0.65779 2.25290 -0.3 -0.4 1.4 -0.19
C 0.70985 1.20898 1.75524 -1.3 1.8 1.7 -0.24
C 1.17401 1.04916 0.45020 -0.2 0.0 0.3 -0.18
C 0.43018 0.22151 -0.39432 -1.2 -0.2 0.6 -0.07
H -0.70835 -1.95485 -2.68951 -0.6 -0.8 -0.7 0.24
H -1.90416 -1.86710 -0.49344 0.5 1.4 -0.4 0.41
H -2.27317 -0.55840 1.62295 0.2 0.1 0.3 0.22
H -0.88710 0.76311 3.36529 1.1 0.2 -2.3 0.22
H 0.98190 2.02391 2.50764 0.9 -1.3 -1.5 0.23
H 2.04015 1.50151 0.00904 0.5 0.4 0.5 0.23
```
Forces are in eV/Å.


Repeat the third record exactly.
Here is a single C9H6N2 molecule at a distorted geometry from OMol25. Energies are from ωB97M-V with the def2-TZVPD basis set.

Net charge = 0
Gap between HOMO and LUMO = 9.0 eV
F_max = 5.3 eV Å⁻¹
E_tot = -456.029779 Ha
ΔE to the lowest compared entry with this formula, charge and spin = 0.0 kJ/mol

Structure (XYZ):
```
17
Properties=species:S:1:pos:R:3:forces:R:3:nbo_charge:R:1
N 2.62355 0.20296 -3.11552 -2.2 -1.0 1.9 -0.33
C 1.71192 -0.13165 -2.44821 1.8 0.8 -2.7 0.28
C 0.52830 -0.40471 -1.70612 1.0 0.0 0.4 -0.25
C -0.54044 -1.29794 -1.89318 3.1 3.5 1.5 0.04
N -1.27077 -1.08871 -0.79005 -3.9 -3.5 0.7 -0.49
C -0.77682 -0.22614 0.15551 0.4 -1.7 -2.2 0.13
C -1.31015 -0.09944 1.41157 0.2 0.6 0.5 -0.25
C -0.52890 0.65779 2.25290 -0.3 -0.4 1.4 -0.19
C 0.70985 1.20898 1.75524 -1.3 1.8 1.7 -0.24
C 1.17401 1.04916 0.45020 -0.2 0.0 0.3 -0.18
C 0.43018 0.22151 -0.39432 -1.2 -0.2 0.6 -0.07
H -0.70835 -1.95485 -2.68951 -0.6 -0.8 -0.7 0.24
H -1.90416 -1.86710 -0.49344 0.5 1.4 -0.4 0.41
H -2.27317 -0.55840 1.62295 0.2 0.1 0.3 0.22
H -0.88710 0.76311 3.36529 1.1 0.2 -2.3 0.22
H 0.98190 2.02391 2.50764 0.9 -1.3 -1.5 0.23
H 2.04015 1.50151 0.00904 0.5 0.4 0.5 0.23
```
Forces are in eV/Å.


Which value of net charge does entry 2 give? -1


Which value of F_max does entry 3 give? 5.3 eV Å⁻¹